1.
ORCA calculation (ωB97M-V/def2-TZVPD) on 3 unconnected molecules or ions with the total composition C12H23IN2O5S2.

Last column: natural (NBO) charge in e.
Positions of all 45 atoms, in Å:
N (-0.6364, 1.4998, 1.5627)  -0.864
C (-1.6927, 0.7836, 2.3381)  0.083
N (-2.4152, 1.8026, 3.1590)  -0.686
C (-3.4284, 2.3338, 2.2346)  0.701
O (-3.6152, 3.4877, 1.8262)  -0.560
C (-4.1950, 0.9631, 1.8503)  -0.536
C (-2.8719, 0.1138, 1.4393)  -0.302
I (-3.0849, -1.8654, 2.3783)  0.051
H (0.2814, 1.0697, 1.6872)  0.379
H (-0.6417, 2.4901, 1.8244)  0.382
H (-1.1801, 0.0725, 3.0632)  0.199
H (-1.8500, 2.4881, 3.6687)  0.396
H (-5.0403, 1.0205, 1.1026)  0.239
H (-4.5807, 0.5710, 2.8386)  0.243
H (-2.6374, 0.1141, 0.3223)  0.275
O (-0.2511, -3.5617, 0.3598)  -0.935
S (-0.8065, -2.8748, -0.7822)  2.173
O (-1.0268, -1.4456, -0.7897)  -0.950
C (0.1430, -3.3196, -2.2266)  -0.677
C (-0.5413, -4.5734, -2.7557)  -0.407
C (-2.0437, -4.2991, -2.6581)  -0.402
C (-2.3132, -3.7076, -1.2724)  -0.682
H (1.1844, -3.4819, -1.9510)  0.254
H (0.0666, -2.4980, -2.9418)  0.239
H (-0.2354, -4.7951, -3.7798)  0.225
H (-0.2816, -5.4339, -2.1312)  0.217
H (-2.3330, -3.5781, -3.4291)  0.208
H (-2.6312, -5.2050, -2.8204)  0.226
H (-3.1323, -2.9889, -1.2935)  0.256
H (-2.5216, -4.4869, -0.5383)  0.253
O (1.8668, 2.9732, 1.5337)  -0.951
S (3.2589, 2.6809, 1.2802)  2.172
O (4.2053, 2.4578, 2.3487)  -0.936
C (3.3501, 1.3168, 0.1329)  -0.677
C (3.3267, 1.9771, -1.2395)  -0.407
C (4.2555, 3.1891, -1.1334)  -0.401
C (3.9079, 3.9213, 0.1649)  -0.682
H (2.5149, 0.6363, 0.2968)  0.258
H (4.2962, 0.7996, 0.3050)  0.241
H (3.6485, 1.2871, -2.0217)  0.225
H (2.3115, 2.3094, -1.4780)  0.221
H (5.2952, 2.8491, -1.0976)  0.209
H (4.1570, 3.8503, -1.9966)  0.226
H (4.7860, 4.3855, 0.6134)  0.255
H (3.1316, 4.6710, 0.0058)  0.250

The calculation puts the gap between HOMO and LUMO at 9.266 eV. Its structure (SMILES) is N[C@H]1NC(=O)C[C@@H]1I.O=S1(=O)CCCC1.O=S1(=O)CCCC1. As for the charge: 0. The LUMO energy is 0.388 eV. As for the total energy: -55804.308 eV.

=====

2.
ORCA calculation (ωB97M-V/def2-TZVPD) on a molecular structure, CH12O4S.

Last column: natural (NBO) charge in e.
Positions of all 18 atoms, in Å:
C (-1.2603, -1.9661, 0.0884)  -0.682
S (-1.9862, -0.9617, 1.5675)  0.290
H (-1.4822, -3.0591, 0.1109)  0.253
H (-2.0860, -1.4823, -0.4652)  0.283
H (-0.2752, -1.7298, -0.3524)  0.305
H (0.1566, 0.5759, 2.7114)  -0.041
H (-0.3353, 0.4283, -1.1177)  0.502
H (1.0430, -0.4397, -1.3201)  0.480
O (0.0349, -0.3313, -1.6464)  -0.887
H (2.1696, 2.7654, -0.0462)  0.463
H (2.0708, 1.2023, -0.1921)  0.510
O (1.5819, 2.0282, 0.1393)  -0.996
H (-1.9556, 2.0027, 0.4236)  0.486
H (-1.8132, 0.4419, 0.5010)  0.376
O (-1.6238, 1.2879, -0.1562)  -0.901
H (2.8891, -0.8151, -1.5533)  0.449
H (0.4850, 0.5803, 2.0340)  0.044
O (2.3870, -0.5278, -0.7264)  -0.936

The calculation puts the gap between HOMO and LUMO at 3.411 eV. As for the charge: 0. The LUMO energy is -5.602 eV. For the relative energy (zero: lowest compared OMol25 entry of this formula, charge and spin), the calculation gives 873.9 kJ/mol. As for the total energy: -20248.258 eV.

=====

3.
ORCA calculation (ωB97M-V/def2-TZVPD) on 5 unconnected molecules or ions with the total composition C20H53B2NO12PS.

Last column: Mulliken charge in e.
Positions of all 90 atoms, in Å:
C (-5.4685, -5.6415, 0.8353)  -1.484
C (-4.4799, -5.5285, -0.3354)  -0.132
B (-3.3827, -4.4594, -0.1093)  0.457
O (-3.1554, -3.8525, 1.0718)  -0.454
N (-2.4647, -3.8913, -1.2594)  -0.021
C (-1.0721, -4.5032, -1.2782)  -0.131
C (-0.7762, -5.4646, -0.1436)  -0.195
O (-0.5514, -6.6235, -0.3540)  -0.430
P (-3.2157, -4.1337, -2.9207)  0.152
S (-3.1944, -5.9197, -3.5740)  -0.233
B (-2.3425, -2.3531, -1.0028)  0.431
O (-3.2050, -1.5320, -1.6802)  -0.510
O (-1.3831, -1.9459, -0.1715)  -0.473
H (-5.7251, -4.6642, 1.2340)  0.330
H (-5.0912, -6.2800, 1.6276)  0.383
H (-6.3913, -6.0787, 0.4682)  0.393
H (-5.0544, -5.2919, -1.2336)  0.259
H (-4.0353, -6.4983, -0.5673)  0.386
H (-3.0591, -4.4440, 1.8283)  0.344
H (-0.9244, -5.0585, -2.2007)  0.156
H (-0.3196, -3.7203, -1.2362)  0.422
H (-0.7229, -5.0549, 0.8736)  0.444
H (-4.4942, -3.6169, -2.7340)  0.093
H (-2.5420, -3.1788, -3.6841)  0.195
H (-4.0798, -1.4253, -1.2863)  0.351
H (-1.6453, -1.1546, 0.3256)  0.279
C (-1.1583, 2.5447, -0.2071)  -0.759
O (-1.5304, 1.6787, 0.8577)  -0.383
C (-0.5424, 1.6059, 1.8811)  0.019
C (-0.9015, 2.4537, 3.0789)  -0.610
O (-0.8914, 3.8320, 2.7632)  -0.116
C (-2.1833, 4.3882, 2.5829)  -0.876
H (-2.0402, 2.7010, -0.8252)  0.253
H (-0.8122, 3.5091, 0.1679)  0.329
H (-0.3714, 2.0917, -0.8193)  0.303
H (0.4340, 1.9045, 1.4907)  -0.125
H (-0.4717, 0.5604, 2.2028)  0.355
H (-0.1488, 2.2891, 3.8578)  0.341
H (-1.8743, 2.1554, 3.4819)  0.392
H (-2.7032, 4.4765, 3.5422)  0.309
H (-2.7885, 3.7897, 1.8976)  0.332
H (-2.0520, 5.3832, 2.1628)  0.240
C (0.9309, 5.5415, 4.3119)  -0.664
O (2.0654, 6.2810, 4.7260)  -0.350
C (2.0250, 6.6933, 6.0830)  -0.492
C (2.8796, 5.7972, 6.9486)  -0.521
O (2.3514, 4.4812, 7.0212)  -0.394
C (2.9846, 3.5820, 6.1367)  -0.457
H (1.1547, 5.1129, 3.3400)  0.124
H (0.6963, 4.7342, 5.0105)  0.364
H (0.0588, 6.1970, 4.2128)  0.344
H (0.9968, 6.7107, 6.4568)  0.347
H (2.4197, 7.7126, 6.1280)  0.364
H (2.9093, 6.1917, 7.9682)  0.409
H (3.9031, 5.7815, 6.5612)  0.266
H (4.0004, 3.3475, 6.4744)  0.362
H (3.0290, 3.9929, 5.1241)  0.016
H (2.4032, 2.6608, 6.1187)  0.273
C (6.5905, 2.8607, 0.9683)  -0.729
O (5.7696, 2.7213, 2.1136)  -0.399
C (5.2738, 3.9549, 2.6090)  -0.551
C (3.8352, 4.1818, 2.2136)  0.024
O (3.6910, 4.3603, 0.8112)  -0.430
C (3.2198, 3.2149, 0.1390)  -0.360
H (6.7538, 1.8645, 0.5611)  0.240
H (6.1165, 3.4839, 0.2060)  0.319
H (7.5598, 3.2942, 1.2351)  0.328
H (5.8929, 4.7886, 2.2658)  0.371
H (5.3333, 3.9164, 3.7013)  0.292
H (3.4760, 5.0964, 2.6963)  0.155
H (3.2120, 3.3500, 2.5615)  0.212
H (2.1572, 3.0455, 0.3588)  -0.108
H (3.7895, 2.3218, 0.4107)  0.335
H (3.3294, 3.3932, -0.9296)  0.306
C (-2.3152, -3.8866, -6.8537)  -0.734
O (-0.9522, -3.9884, -6.4858)  -0.351
C (-0.4329, -5.3068, -6.6184)  -0.293
C (0.3807, -5.4687, -7.8807)  -0.693
O (-0.4261, -5.3540, -9.0375)  -0.373
C (-0.3179, -4.1010, -9.6900)  -0.694
H (-2.5617, -2.8266, -6.9119)  0.242
H (-2.5182, -4.3482, -7.8216)  0.399
H (-2.9433, -4.3582, -6.0890)  0.234
H (-1.2436, -6.0412, -6.6000)  0.321
H (0.2134, -5.4934, -5.7547)  0.320
H (0.8225, -6.4698, -7.8849)  0.384
H (1.1958, -4.7391, -7.9019)  0.355
H (0.6484, -4.0090, -10.1956)  0.328
H (-0.4382, -3.2696, -8.9908)  0.295
H (-1.1083, -4.0544, -10.4362)  0.244

The calculation puts the gap between HOMO and LUMO at 7.018 eV. As for the charge: +1. The LUMO energy is -3.469 eV. As for the total energy: -69129.093 eV.

=====

no.,strongest force on any atom (eV/A)
1,3.52
2,3.43
3,1.25